Entry from OMol25: a cluster of 9 separate species, C43H76ClIN8O13 in total at a distorted geometry (the ωB97M-V functional and the def2-TZVPD basis).

Structure (XYZ):
```
142
Properties=species:S:1:pos:R:3:forces:R:3:lowdin_charge:R:1
H -4.586466 -2.855709 -3.465451 -0.1496 0.0329 -0.0754 0.087
C 1.744634 -1.094969 2.519009 0.6595 -0.4309 2.0079 -0.214
O -4.671561 1.009691 3.291795 -0.1584 -0.0543 -0.1186 0.000
H 0.085986 -10.744145 -5.600430 0.0393 0.1379 -0.1323 0.097
H 4.245149 0.629583 5.805936 0.1053 0.0684 -0.1480 0.087
N -6.292657 1.149827 1.677085 0.5134 0.5544 0.4841 -0.200
O 1.625551 -10.684152 -3.304741 -0.0316 -0.1350 -0.2671 0.003
H 3.102762 -8.225384 -3.643451 0.1140 -0.0688 0.1736 0.085
C -2.323753 -1.593438 2.166464 -1.1642 -0.7776 0.4369 -0.139
H -5.280279 -6.489865 -3.403636 0.0986 -0.1245 -0.0538 0.087
H -3.357115 -1.725111 7.325948 -0.7805 0.0156 -1.4625 0.089
H 5.329230 8.913470 0.375439 -0.0655 0.0871 -0.0919 0.086
H -1.449677 -0.799490 -0.777675 1.3361 -1.1711 -0.3700 0.134
O -1.081187 -7.645143 -3.503893 0.1658 0.1880 -0.1328 -0.009
C 2.631234 0.804780 0.801765 1.7699 -0.3753 1.9538 0.035
H -1.348610 6.829585 -0.993953 -0.1445 -0.0680 -0.2360 0.073
H 1.463248 -13.576507 -6.379094 0.1569 -0.1176 -0.0610 0.090
H -1.810779 5.706207 1.252827 0.1413 -0.0202 -0.1233 0.090
C -3.780564 -2.700791 5.275229 -3.0110 -1.9188 0.0861 -0.389
H 2.292656 -8.671518 -2.124460 -0.0547 0.0794 -0.1825 0.073
H -2.036996 -3.864896 2.340943 0.4955 1.6649 -0.8045 0.126
H -5.508926 -0.748270 1.324299 -0.1638 -0.1408 0.0005 0.079
H -6.143379 -3.417670 -2.821845 0.0201 0.1023 -0.1493 0.090
C 2.454412 -7.865919 -2.840434 -0.0638 0.2461 -0.0253 -0.076
H -3.792770 -6.691768 -2.447865 0.0099 0.1302 -0.0853 0.082
H -8.156534 1.821849 1.045878 -0.0154 0.1347 -0.1513 0.089
H -1.956570 12.461853 -1.830683 0.0342 -0.1240 -0.0398 0.082
H 1.250682 -0.978450 -2.363415 -1.8165 -0.5939 -0.3462 0.093
H -2.023137 -3.185621 0.644244 0.7281 0.4208 1.6901 0.085
C 0.006689 -7.974745 -3.060261 0.4846 0.0704 0.0191 -0.343
C 2.855560 -0.011543 2.099929 2.0542 2.5008 -1.8573 -0.019
C -7.100807 1.995148 0.822494 0.0403 -0.2562 0.0487 -0.062
H 5.704924 -0.376730 5.585309 0.0164 0.1478 -0.1199 0.075
C -0.785356 5.335399 1.263329 0.2559 -0.1361 0.1399 -0.036
C -0.467522 -1.388129 -0.908847 0.6920 0.2649 0.2851 -0.209
C -4.092963 -1.642675 6.451496 0.2542 0.4858 0.0544 -0.010
H 3.597532 12.054881 -1.498952 0.0619 0.0349 -0.1658 0.093
C 5.244724 0.409400 6.189632 -0.1676 -0.2183 0.4089 -0.113
N -1.334416 10.497735 -2.248564 -0.9229 -0.1260 0.1445 -0.189
H 0.779609 -6.713101 -5.324558 0.0381 0.1725 -0.0366 0.091
N 1.200749 -7.419989 -3.412339 -0.6219 -0.3911 0.3257 -0.191
C -4.317866 -6.039392 -3.146795 -0.0844 0.1823 -0.0887 -0.058
C -0.044868 -3.011122 1.806827 -0.1004 -0.1985 0.0346 -0.125
O 1.933173 9.908048 -0.968418 0.5878 0.1767 0.2307 -0.010
H -6.869448 3.049201 0.984118 0.0294 -0.1240 0.0382 0.083
O 5.681381 0.258751 9.761408 -0.0997 -0.0886 -0.2649 0.009
H 5.222815 11.581455 -2.063559 -0.0913 -0.1135 0.0873 0.088
C 4.935269 2.165712 1.241587 -1.4124 -2.5257 1.6346 0.019
O -4.302581 -3.342715 -0.752390 -0.0530 0.0057 -0.2489 -0.011
C 0.119198 -1.179280 -2.409627 -0.8698 1.3004 0.8090 -0.671
O 0.886703 1.372775 -0.817265 0.7262 -3.1610 2.1730 0.049
H -1.837729 -0.655241 1.733053 -0.4178 -1.3910 0.6293 0.112
O -4.665777 -3.579882 5.084520 4.0110 3.0023 0.3030 0.045
H 2.763184 3.270141 -0.594342 0.5086 -0.4879 0.0668 0.056
H -3.327830 10.747431 -1.786550 0.0451 0.0788 -0.0015 0.129
H -0.503354 9.097544 -3.547184 0.0266 -0.0525 0.0424 0.095
H 3.766847 10.865843 -2.806956 0.0501 0.1766 -0.0128 0.093
H -6.901170 1.740634 -0.221428 -0.1426 0.1392 -0.0217 0.090
H -0.613822 -2.510421 -0.776987 -0.0670 1.7597 0.1482 0.044
C -2.580796 9.983375 -2.057106 0.5641 0.2388 -0.0849 -0.345
C 4.143988 0.263343 2.907258 -0.1441 0.9910 -1.2562 -0.013
C -2.480983 -1.403245 3.753305 -0.6658 1.8995 0.0913 -0.171
C 1.043624 4.902325 -0.260880 -0.9917 0.3437 0.0256 -0.327
H 2.235667 -6.007887 -4.569369 -0.0909 -0.0748 0.1078 0.090
C 1.294263 0.491549 -0.019702 0.3630 1.8553 -0.2798 -0.206
H -0.135728 8.849480 -1.827528 0.1795 0.0716 -0.1659 0.073
C 2.013827 -11.652318 -3.932337 -0.0867 -0.1124 -0.4807 -0.320
C 0.689596 -1.649002 1.429887 0.8478 1.4030 -0.7338 -0.056
C -0.252201 9.601589 -2.609511 -0.3651 -0.2957 -0.3387 -0.061
H 4.344342 -0.350975 3.847489 -0.4812 0.9408 -1.6278 0.077
H 0.106481 -8.776950 -2.313080 0.1172 0.0489 -0.0508 0.127
H 5.951402 10.567178 0.164796 0.1358 -0.1455 0.0269 0.090
N 5.132204 -0.054084 7.557310 0.4025 0.4999 0.3993 -0.201
C 4.207653 11.230253 -1.875696 -0.3143 -0.0407 0.0009 -0.043
H -5.500443 -4.121064 -4.331026 0.0836 -0.0505 0.1446 0.087
H 0.225486 -3.373156 2.869865 -0.1328 1.0581 -1.6940 0.124
H -3.476187 -0.824115 3.923915 1.9168 -0.7836 -0.4767 0.095
H -0.766673 4.317161 1.659835 -0.0473 0.1169 0.1124 0.094
O 1.789176 4.503438 0.623131 -0.0327 -0.1070 -0.1183 0.000
H -5.332236 2.764627 2.524756 -0.0617 0.0177 -0.0629 0.131
H 2.994266 -12.730352 -6.737581 0.0011 -0.2047 -0.0267 0.089
C 5.476620 9.722824 -0.341190 -0.0543 0.1665 -0.1676 -0.059
C -1.055033 5.793542 -1.177886 -0.0967 0.1014 0.2233 -0.047
H -4.066019 -0.559579 6.073553 0.1489 -1.6032 0.4223 0.080
C 2.308165 -13.036907 -5.943989 -0.1369 0.2197 -0.0648 -0.062
H -7.221518 -0.549124 0.865909 0.0981 0.1246 0.0618 0.090
H 2.834281 -13.695350 -5.251084 -0.0698 0.1193 -0.0113 0.084
C -5.237059 -3.726236 -3.349119 0.0671 0.1804 0.2848 -0.049
N 4.212368 10.157495 -0.899970 -0.6286 -0.4677 0.3390 -0.202
H 0.677886 10.152893 -2.727714 -0.2680 -0.0487 0.0982 0.065
H 1.365419 4.942056 -1.314390 -0.1190 0.0367 -0.0427 0.141
O -2.577703 -2.648185 4.506422 -2.1951 0.2680 0.9035 -0.082
C 3.677240 1.881447 0.389893 0.3769 -0.7190 1.7095 -0.156
H -1.320917 -0.414417 -4.045358 0.9531 0.5769 1.4904 0.041
C 5.736184 0.594725 8.593493 -0.2138 -0.2684 -0.2292 -0.347
H -0.302442 12.046131 -1.322039 -0.0080 0.1600 -0.0788 0.087
H -3.714784 -5.924845 -4.050551 0.0129 -0.2332 0.0507 0.089
H 0.325934 -3.845113 1.103815 -0.4354 1.3277 0.8972 0.128
O 3.511138 2.652916 -0.800901 -0.0517 -1.0845 2.5413 -0.035
C -5.380270 1.663857 2.547912 -0.4000 -0.2229 -0.3889 -0.330
C -6.460748 -0.289920 1.602866 0.2400 -0.0644 0.2334 -0.030
C 0.518359 -0.895507 0.244156 0.4944 -0.7583 0.8588 -0.060
C 3.028121 9.589982 -0.537306 0.4959 0.1897 -0.0518 -0.311
H 0.609040 -5.520653 -4.019336 0.1859 -0.1364 -0.2248 -0.061
H -3.399894 -1.609795 1.741819 1.7250 -0.0509 0.6125 0.105
C 5.200514 1.328260 2.527909 -3.9488 -0.5374 -2.9006 -0.527
I -0.305895 -3.074419 -3.476686 0.4257 0.8957 0.3906 0.877
C -0.671449 0.005814 -3.190937 0.3821 -0.1375 -0.6987 -0.185
H 3.544504 -0.993241 8.523891 0.0082 -0.1840 -0.0375 0.094
H 1.608418 -9.902693 -5.956788 -0.1615 0.0244 -0.0848 0.090
H -3.629665 -5.253811 -0.793956 -0.0047 -0.0623 -0.0909 0.135
N 1.814838 -11.856527 -5.264369 0.2463 -0.0726 0.7874 -0.201
C 1.085777 -10.859998 -6.026047 -0.0645 0.1634 0.2754 -0.037
N -4.549413 -4.731999 -2.564070 0.2993 0.0258 0.8581 -0.200
Cl 6.691447 1.636569 3.526537 -1.9012 -0.4182 -1.4388 0.592
H -1.345758 0.612673 -2.489548 1.2154 -0.9014 -0.9566 0.077
H 5.719994 2.969069 1.000614 -1.6489 -1.3623 0.0377 0.113
H -1.648058 -0.765128 4.222891 -0.9909 -1.0632 -0.8304 0.137
C -1.649684 -2.972722 1.717873 -0.1844 -0.0606 -0.5418 -0.181
H 6.121629 9.371540 -1.150428 0.1202 -0.0260 0.1631 0.090
H -0.671473 12.297598 -3.051065 0.0096 0.1667 0.1061 0.089
H -6.756747 -0.667435 2.584699 0.0268 -0.1328 -0.1179 0.097
H 3.933417 -1.650934 6.911184 0.0776 0.1348 0.0512 0.087
H 2.577047 -12.466614 -3.448613 0.0072 -0.0539 -0.0793 0.134
H 5.856445 1.309705 6.130873 -0.0737 -0.1346 0.1134 0.049
C -1.054675 11.911047 -2.103138 0.1541 -0.2185 -0.0062 -0.058
H 0.095753 0.690661 -3.704601 -1.1891 -0.8694 0.9506 0.081
O -2.880014 8.807274 -2.163331 0.2009 0.0237 0.0157 -0.003
C 1.215694 -6.350115 -4.389886 -0.3443 -0.1866 -0.0215 -0.077
H 4.995175 -1.993181 8.304508 -0.1736 -0.0471 0.0010 0.093
H 1.006661 -11.159647 -7.071656 0.0683 -0.0517 0.1485 0.088
H -1.947163 5.165680 -1.239747 -0.0181 0.1281 -0.1414 0.094
C 4.352523 -1.245526 7.833063 0.0746 0.0428 0.2864 -0.041
H -5.141289 -1.807508 6.899918 1.6892 -0.1012 -1.0934 0.094
C -4.140447 -4.419521 -1.301350 -0.1454 -0.1246 -0.5328 -0.343
H 3.143783 8.786631 0.207824 0.0850 0.0108 -0.0071 0.136
O 1.759580 -1.513456 3.705081 -0.2071 1.1659 -3.9245 0.035
H 2.932456 -7.024069 -2.331918 0.1299 -0.0773 -0.0118 0.088
H 6.302034 1.485466 8.274856 -0.0154 0.0059 -0.1200 0.130
H -0.171072 5.971987 1.904719 -0.1345 -0.0838 0.0873 0.094
N -0.231142 5.334002 -0.076763 1.0614 -0.3141 -0.3335 -0.188
H -0.512272 5.737998 -2.122791 0.0065 -0.0205 0.1365 0.090
```
Positions in Å, forces in eV/Å.

## Properties
**Maximum force**: 5.02 eV/A
**E_tot**: -3857.87753 hartree